# 1
Entry from the Open Molecules 2025 dataset: C17H16N2OS in the gas phase (ωB97M-V/def2-TZVPD).

```
37
Properties=species:S:1:pos:R:3
S 1.2955 -1.7168 1.7003
O -0.3460 3.2341 -0.1153
N 0.6724 0.3332 -0.3171
N 1.6603 -4.3953 0.3201
C -0.8809 -0.5416 2.9471
C 0.2386 3.3676 -2.5170
C 0.6813 -1.1716 -2.2122
C 0.8471 -0.9844 -0.8580
C -1.3868 2.2894 -0.2254
C -0.2061 0.3536 0.8096
C -1.9089 0.3817 2.9855
C -0.6936 -1.4458 4.0275
C -1.2358 1.2830 0.8793
C -0.3529 -1.9480 5.0567
C -0.0334 -0.5529 1.8430
C -0.2403 4.0723 -1.2458
C 1.3530 -3.3231 -0.5550
C 0.8601 -2.4356 -2.7305
C 1.2002 -3.4885 -1.9196
C -2.0854 1.2848 1.9671
C 1.1624 -2.0466 -0.0372
H -2.3671 2.7732 -0.1751
H -0.5967 3.1078 -3.1625
H 0.7487 -2.5676 -3.7957
H 0.4984 4.8237 -0.9838
H 0.7558 2.4464 -2.2767
H 1.3483 -4.4676 -2.3514
H 0.8822 4.0444 -3.0683
H -2.5622 0.3560 3.8440
H -1.1691 4.6154 -1.4370
H 1.5671 0.7205 -0.0270
H -1.3461 1.7450 -1.1701
H -0.1469 -2.5102 5.9281
H 1.7077 -5.2579 -0.2096
H 2.5723 -4.2657 0.7433
H 0.4313 -0.3423 -2.8480
H -2.8841 2.0045 2.0255
```

Properties
Total charge = 0
ΔE to the lowest compared entry with this formula, charge and spin = 75.46 kcal per mole

Löwdin atomic charge list, values in e, 8 entries:
1. S 1.072
2. O -0.126
3. N 0.070
4. N 0.076
5. C -0.265
6. C -0.075
7. C -0.025
8. C -0.269

# 2
Entry from the Open Molecules 2025 dataset: C33H25BrCl5N4O5ReS as an isolated structure (ωB97M-V/def2-TZVPD).

```
75
Properties=species:S:1:pos:R:3
Re 0.2953 1.2795 1.0013
Br 1.7629 4.0500 1.4609
Cl -0.9250 5.9952 -3.9274
Cl -4.1807 4.2749 0.0337
Cl -1.9346 2.2353 0.8908
Cl -3.6486 6.1770 -2.4210
Cl 1.2522 3.9246 -2.9981
S -0.5042 -2.3809 -4.3315
O -0.2119 -3.6564 -4.9157
O 0.4164 2.3239 -0.7224
O 1.1723 -0.1084 -0.1726
O 2.9808 1.0473 -0.8554
O -1.4063 -1.4638 -4.9603
N 0.9597 -1.6874 -4.1129
N -0.8508 -0.4224 1.4067
N 2.3207 1.3695 1.6811
N -1.2866 -0.6860 2.5502
C 4.3992 0.3689 2.2326
C 0.2373 -3.2266 -0.5804
C -1.2986 -1.3015 0.3213
C -2.8048 -0.9855 -1.2168
C 0.5172 2.0794 4.0755
C 4.2317 2.7509 2.0539
C 2.2066 -0.8123 -2.1812
C -2.3305 -3.2457 -0.0077
C -0.6798 0.8513 5.7927
C -0.4958 -3.3278 1.7540
C 1.2984 -0.4705 -3.3851
C -1.7066 3.3465 -0.4475
C 3.0602 0.2797 1.9271
C -2.6742 -3.9733 -1.2820
C 4.9971 1.6206 2.2863
C -1.3636 -0.5055 -0.9939
C 0.1482 1.9017 5.4010
C -0.2508 4.0637 -2.1920
C -2.4544 5.0585 -1.9172
C -1.6990 -1.3147 -2.1802
C -0.4839 3.2212 -1.0982
C -2.7018 4.2305 -0.8284
C 0.1079 -3.1909 -1.8944
C -0.8390 -2.8131 0.3617
C 0.0669 1.2094 3.0765
C -2.7617 -1.7585 0.1004
C 2.8969 2.5688 1.7613
C -0.7812 0.1688 3.5118
C -2.1700 -3.7301 -2.4896
C -1.1525 -0.0269 4.8419
C -1.2269 4.9713 -2.5917
C -1.1072 -2.6601 -2.6174
C 2.1714 0.1731 -1.0348
H 4.9620 -0.5334 2.4201
H 2.5438 -0.6664 1.8469
H 1.8127 0.2216 -4.0530
H 1.1622 2.9117 3.8383
H 6.0505 1.7179 2.5102
H -1.2877 -3.1582 2.4793
H 0.3801 0.0245 -3.0780
H -1.8400 -0.6696 -3.0386
H 0.4277 -2.8808 2.1315
H -2.7289 -3.8197 0.8278
H -1.8000 -0.8548 5.0973
H -3.3987 -4.7735 -1.1885
H 1.1290 -3.6781 -0.1568
H -0.3338 -4.4043 1.6728
H 0.5179 2.5916 6.1487
H 3.2445 -0.8515 -2.5163
H -3.5326 -1.5039 0.8226
H 1.7097 -2.2641 -4.4636
H -0.9619 0.4863 -1.1429
H -2.4610 -4.3114 -3.3554
H -0.9467 0.7283 6.8330
H 4.6469 3.7467 2.0882
H 1.9199 -1.7920 -1.8152
H -3.6585 -0.4197 -1.5607
H 0.8747 -3.6404 -2.5147
```

Properties
Total charge = +1
Spin multiplicity = 2
ΔE to the lowest compared entry with this formula, charge and spin = 115.68 kcal per mole
Expectation value of S² = 0.76

Löwdin atomic charge list, values in e, 8 entries:
1. Re 1.461
2. Br 0.958
3. Cl 0.740
4. Cl 0.740
5. Cl 0.884
6. Cl 0.728
7. Cl 0.772
8. S 0.662

# 3
Entry from the Open Molecules 2025 dataset: C4H8P2 as an isolated structure at a distorted geometry (ωB97M-V/def2-TZVPD).

```
14
Properties=species:S:1:pos:R:3
P -0.0036 1.4220 -0.4379
P 0.3163 -1.1667 0.6024
C 1.2269 0.2930 -0.0144
C 2.7112 0.2593 0.0180
C -2.5524 0.2896 0.1801
C -1.2161 -0.0097 -0.4513
H -2.3844 0.8666 1.0540
H -3.2064 -0.4570 0.7043
H 0.9635 -1.9782 -0.3885
H 3.2060 -0.5769 -0.4841
H -3.1948 0.8564 -0.4212
H -1.3411 -0.5219 -1.4970
H 3.2728 1.1769 -0.3029
H 3.0688 0.0380 1.0315
```

Properties
Total charge = 0
ΔE to the lowest compared entry with this formula, charge and spin = 45.01 kcal per mole

Löwdin atomic charge list, values in e, 8 entries:
1. P 0.853
2. P 0.845
3. C -0.906
4. C -0.228
5. C -0.241
6. C -0.673
7. H 0.032
8. H 0.085

# 4
Entry from the Open Molecules 2025 dataset: an isolated ion of composition C6H10N and charge +1 at a distorted geometry (ωB97M-V/def2-TZVPD).

```
17
Properties=species:S:1:pos:R:3
N -2.9665 -1.1249 -0.1706
C -0.6510 -1.7346 0.9808
C 0.7660 0.9531 -1.0134
C 1.3929 2.0740 -0.1630
C 0.4708 -1.2409 0.1832
C -1.9521 -0.8863 0.5474
C 1.1799 -0.3363 -0.3577
H 0.8636 2.1179 0.8241
H 2.3082 1.6496 0.1650
H -0.3259 1.0160 -0.9532
H -2.9931 -2.1499 -0.2191
H -0.8242 -2.7955 0.6558
H 1.4462 3.0184 -0.6315
H -0.2530 -1.2927 1.8420
H 1.0118 1.1097 -2.0855
H 2.2198 -0.4761 -0.4421
H -1.6935 0.0986 0.8378
```

Properties
Total charge = +1
ΔE to the lowest compared entry with this formula, charge and spin = 98.98 kcal per mole

Löwdin atomic charge list, values in e, 8 entries:
1. N 0.181
2. C -0.047
3. C -0.177
4. C -0.055
5. C 0.195
6. C -0.170
7. C -0.034
8. H 0.105

# 5
Entry from the Open Molecules 2025 dataset: a 9-piece molecular cluster, C57H69FN3O2 overall at a distorted geometry (ωB97M-V/def2-TZVPD).

```
132
Properties=species:S:1:pos:R:3
F 0.6445 0.4962 -2.2269
O 2.0482 -1.5489 -1.1790
O 8.9794 -1.0921 -0.4214
N -1.5933 -0.5104 -1.7822
N 5.1293 -1.5609 -1.0632
N 0.2007 -1.7891 0.3313
C 10.6436 5.4357 -1.5373
C -5.5848 -5.3190 0.4353
C 0.1185 3.6245 -2.5638
C 6.6031 -1.9394 -0.8497
C -0.5691 5.9246 -2.2955
C 1.5934 5.4130 -3.2435
C 7.1150 0.5007 0.2209
C 11.9507 4.0590 -0.0430
C 0.6413 6.3497 -2.8422
C -1.1325 -4.3551 4.1659
C 0.6231 -9.0301 -4.7687
C -0.1455 -0.7796 -2.1091
C 10.0488 3.1190 -1.1980
C -3.3545 -5.5006 -1.2291
C -4.7230 0.7383 5.7827
C 4.3260 -2.8185 -1.3379
C -2.0746 9.6700 2.7115
C -5.5786 1.0874 -0.1151
C -5.9311 3.8469 -0.3101
C -6.4087 3.1607 0.8060
C -4.5577 1.2709 4.5045
C 11.1211 2.9718 -0.3186
C -1.9606 7.5625 0.8886
C -5.0556 -6.5684 0.1131
C -6.2296 1.7806 0.9050
C -1.2507 9.7624 1.5901
C 1.3305 4.0496 -3.1070
C -3.7817 -4.9870 3.5661
C -4.8812 2.9701 6.6933
C -3.4243 -4.6492 4.8710
C -1.1955 8.7092 0.6769
C -5.1093 1.7724 -1.2356
C -0.8298 4.5614 -2.1539
C -5.2835 3.1532 -1.3319
C -3.8814 -4.2511 -0.9038
C -2.7873 7.4717 2.0081
C -4.7197 3.5027 5.4146
C -2.8140 -5.0157 2.5623
C -1.2993 -1.7872 0.5261
C -1.7832 -8.8312 -4.6939
C 0.6107 -1.8639 -1.1445
C -0.6416 -9.5943 -4.9370
C -2.0995 -4.3301 5.1705
C -4.8798 1.5872 6.8779
C 7.6238 -0.6556 -0.8734
C -1.4883 -4.7020 2.8628
C 11.7103 5.2909 -0.6508
C -4.9956 -4.1600 -0.0692
C -1.6615 -7.5055 -4.2785
C -0.3967 -6.9395 -4.1155
C 9.8105 4.3499 -1.8087
C -1.8799 -0.4832 -0.2989
C -2.8467 8.5273 2.9184
C 2.8180 -2.5019 -1.9876
C -3.9380 -6.6591 -0.7170
C -4.5535 2.6538 4.3206
C 0.7449 -7.7016 -4.3622
H -0.7369 -10.6285 -5.2575
H -4.4222 3.0691 3.3253
H -0.0869 2.5620 -2.4590
H -4.7224 4.5804 5.2707
H -5.5135 -7.4714 0.5083
H 3.0103 -2.0267 -3.0562
H -0.1005 -4.1048 4.3991
H 0.8432 7.4120 -2.9548
H -4.9144 3.6878 -2.2032
H 4.2571 -3.4424 -0.3454
H -4.6071 1.2312 -2.0326
H 12.3554 6.1387 -0.4340
H -3.4936 8.4584 3.7887
H -1.9132 6.7392 0.1802
H -1.7716 4.2300 -1.7256
H 6.1132 1.0042 -0.1342
H -0.6517 10.6545 1.4274
H 7.9927 1.2700 0.3261
H 1.7304 -7.2598 -4.2367
H 12.7842 3.9457 0.6452
H -0.5557 8.7819 -0.1982
H 4.8986 -3.4876 -2.1257
H 7.6959 -0.1348 -1.9291
H 0.6614 -0.9376 0.7614
H 5.0332 -0.8500 -1.8238
H 0.5890 -2.6739 0.7683
H -0.3017 -5.9050 -3.7965
H -2.5512 -6.9132 -4.0827
H -5.4048 -3.1865 0.1864
H -5.4377 0.0121 -0.0370
H -3.4243 -3.3483 -1.3003
H 0.3273 -2.9412 -1.5023
H -1.5522 0.5213 0.2427
H -2.1156 10.4898 3.4244
H -3.0684 -0.5118 -0.1915
H -6.9192 3.7006 1.5988
H -4.4320 0.6090 3.6517
H -2.2592 -1.1062 -2.3202
H -3.0923 -5.2824 1.5461
H -2.7688 -9.2703 -4.8276
H -4.1773 -4.6335 5.6542
H -1.5015 -1.5948 1.6837
H -3.3852 6.5790 2.1717
H -1.3095 6.6550 -1.9797
H -1.8217 -4.0620 6.1864
H 9.6899 -0.5346 -0.8570
H 8.9762 4.4638 -2.4958
H -6.5974 1.2463 1.7770
H 2.0703 3.3194 -3.4242
H -0.7336 -4.7268 2.0816
H -3.5231 -7.6323 -0.9652
H -6.0645 4.9233 -0.3842
H 6.7795 -2.4808 0.1978
H -1.8237 -2.7915 0.2145
H 6.9974 -2.7009 -1.6609
H 1.5127 -9.6251 -4.9555
H -6.4568 -5.2485 1.0810
H 10.4605 6.3939 -2.0159
H -5.0084 3.6318 7.5461
H 6.9278 -0.0127 1.2731
H -2.4878 -5.5716 -1.8815
H -0.1331 -1.2415 -3.2100
H -4.8152 -5.2290 3.3312
H 9.3985 2.2734 -1.4083
H 2.5392 5.7447 -3.6632
H 2.3181 -3.5477 -2.1464
H -5.0019 1.1720 7.8746
H -4.7287 -0.3394 5.9255
H 11.3097 2.0113 0.1528
```

Properties
Total charge = +1

Löwdin atomic charge list, values in e, 8 entries:
1. F -0.065
2. O -0.129
3. O -0.119
4. N -0.012
5. N -0.103
6. N 0.078
7. C -0.093
8. C -0.097

Values of calculated total energy, in order: -33749.6070; -196434.1017; -22852.4967; -7862.0559; -71499.3875, all in eV.